(1)
{"formula": "C3H10NO", "method": "ωB97M-V with the def2-TZVPD basis set", "species": ["C", "O", "H", "H", "H", "C", "C", "N", "H", "H", "H", "H", "H", "H", "H"], "xyz": [[2.21297, -1.49721, 1.05445], [1.87063, -0.26141, 1.26652], [3.29282, -1.70762, 0.63035], [1.75439, -2.14728, 0.23821], [2.17277, -2.12857, 2.00394], [-2.05578, 1.69301, -0.40975], [-1.29593, 0.23588, -0.65670], [0.15331, 0.33111, -0.60465], [-1.68626, 1.82276, 0.66429], [-3.06750, 1.36165, -0.57619], [-1.53718, 2.19841, -1.29055], [-1.74628, -0.24022, -1.50660], [-1.79051, -0.30015, 0.15489], [0.86275, 0.16318, 0.32100], [0.85980, 0.47648, -1.28923]], "forces_ev_per_angstrom": [[2.089, -3.229, -0.367], [-0.772, 1.982, -0.292], [-0.425, 0.647, 0.846], [-0.951, 0.721, 0.480], [0.046, 0.033, -0.640], [3.328, -2.596, -0.902], [0.650, 1.785, 0.835], [-0.042, -0.548, 2.779], [-0.889, 0.889, -1.756], [-0.752, 0.853, 0.225], [-1.165, 0.477, 1.711], [0.131, -0.090, -1.163], [0.993, -0.707, 0.472], [-1.407, -0.321, -0.638], [-0.833, 0.104, -1.591]], "total_charge": -1, "e_tot_ha": -250.2041, "de_lowest_kcal_mol": 54.8, "spin_multiplicity": 1, "homo_lumo_gap_ev": 7.34, "largest_force_ev_per_a": 4.3}

(2)
{"formula": "C3H10NO", "method": "ωB97M-V with the def2-TZVPD basis set", "species": ["C", "O", "C", "C", "H", "H", "H", "H", "H", "H", "H", "N", "H", "H", "H"], "xyz": [[0.39757, -0.52672, 0.34834], [-0.03159, -0.34894, -0.93117], [0.48073, 0.82902, 1.05906], [1.31896, 1.87220, 0.25758], [1.35836, -1.03673, 0.29777], [-0.30194, -1.13349, 0.95020], [0.86370, 0.72994, 2.04910], [-0.61029, 1.17878, 1.07893], [1.13066, 2.86830, 0.76606], [0.98667, 1.98882, -0.78643], [2.39432, 1.64223, 0.15604], [-2.04323, -2.13305, -1.07582], [-1.27580, -1.44520, -0.96787], [-2.86290, -1.64252, -1.43344], [-1.80523, -2.84263, -1.76836]], "forces_ev_per_angstrom": [[-0.505, 0.773, -0.972], [-0.374, -0.105, -0.256], [-0.814, 0.603, -1.732], [-0.796, 0.818, 0.435], [0.854, -0.273, 0.724], [0.015, -0.399, 0.291], [0.280, 0.037, 1.092], [1.440, -0.205, 0.172], [0.736, -0.797, -0.560], [-0.299, -0.343, 0.477], [-0.298, 0.037, 0.562], [-1.201, -0.839, 0.010], [0.566, 0.413, -0.460], [0.291, -0.098, 0.054], [0.105, 0.377, 0.164]], "total_charge": -1, "e_tot_ha": -250.2785, "de_lowest_kcal_mol": 8.1, "spin_multiplicity": 1, "homo_lumo_gap_ev": 7.17, "largest_force_ev_per_a": 2.0}

(3)
{"formula": "C3H10NO", "method": "ωB97M-V with the def2-TZVPD basis set", "species": ["C", "H", "H", "H", "H", "O", "C", "C", "N", "H", "H", "H", "H", "H", "H"], "xyz": [[2.39665, -0.09842, 0.46875], [2.21823, 0.81307, -0.24740], [3.44285, -0.05270, 0.81587], [2.23173, -1.04577, -0.08280], [1.64914, 0.00039, 1.29883], [-3.01982, 0.77772, -0.14782], [-2.39966, -0.11747, 0.44055], [-0.97792, -0.44379, 0.07844], [-0.48759, 0.48739, -0.96352], [-2.78881, -0.62947, 1.34329], [-0.32007, -0.35446, 0.97048], [-0.87532, -1.45536, -0.29707], [-0.58450, 0.07541, -1.88500], [-0.99013, 1.36838, -0.93607], [0.50522, 0.67508, -0.85655]], "forces_ev_per_angstrom": [[-0.868, 1.212, -0.912], [0.630, -1.545, 1.167], [-0.686, 0.055, -0.039], [0.112, 0.531, 0.301], [1.051, -0.170, -0.489], [1.663, -2.249, 1.269], [-1.568, 2.372, -0.620], [0.542, -0.093, 0.732], [0.349, -0.264, -0.274], [-0.108, -0.009, -0.492], [-0.578, -0.051, -0.538], [-0.059, -0.252, 0.047], [-0.319, 0.094, -0.367], [-0.555, 0.347, -0.041], [0.394, 0.021, 0.256]], "total_charge": 1, "e_tot_ha": -250.0111, "de_lowest_kcal_mol": 26.8, "spin_multiplicity": 1, "homo_lumo_gap_ev": 11.49, "largest_force_ev_per_a": 3.1}

(4)
{"formula": "C3H10NO", "method": "ωB97M-V with the def2-TZVPD basis set", "species": ["C", "N", "H", "H", "H", "H", "H", "H", "C", "C", "O", "H", "H", "H", "H"], "xyz": [[-0.48430, -1.12179, -0.50279], [-1.74192, -1.76364, -1.14553], [0.16672, -1.97863, -0.35511], [-0.75651, -0.70133, 0.45688], [-0.15330, -0.50284, -1.32511], [-1.49927, -2.33182, -1.95407], [-2.16960, -2.40405, -0.47460], [-2.53210, -1.13923, -1.33504], [1.09543, 2.12677, 1.72390], [1.59277, 1.29230, 0.83279], [1.08810, 1.25302, -0.49093], [1.62285, 2.12719, 2.67435], [0.05439, 2.42151, 1.77323], [2.40785, 0.59051, 0.94459], [1.30889, 2.13203, -0.82255]], "forces_ev_per_angstrom": [[-1.041, -1.272, -1.384], [-0.582, -0.479, 1.516], [0.289, 0.181, 0.038], [0.013, 0.534, -0.265], [0.548, 0.626, 0.760], [-0.056, 0.254, -0.279], [0.175, -0.318, 0.061], [0.565, 0.358, -0.465], [0.081, -1.436, 1.571], [-0.399, 0.223, -1.432], [0.242, 0.102, 0.596], [-0.172, 0.134, 0.010], [0.275, 0.866, -0.719], [0.361, 0.362, 0.274], [-0.299, -0.134, -0.282]], "total_charge": 1, "e_tot_ha": -249.9841, "de_lowest_kcal_mol": 43.8, "spin_multiplicity": 1, "homo_lumo_gap_ev": 8.81, "largest_force_ev_per_a": 2.1}

(5)
{"formula": "C3H10NO", "method": "ωB97M-V with the def2-TZVPD basis set", "species": ["O", "C", "C", "N", "C", "H", "H", "H", "H", "H", "H", "H", "H", "H", "H"], "xyz": [[3.36829, -0.12265, 2.08264], [2.40961, -0.17082, 0.67852], [1.38819, 0.60166, -0.29186], [0.35864, -0.00316, -1.06968], [-3.81060, -0.26724, -0.36532], [2.14427, -0.43096, 1.79459], [3.43545, 0.34040, 0.65724], [2.42840, -1.18428, 0.34354], [1.92799, 1.20795, -1.10647], [1.06373, 1.34560, 0.62346], [0.65960, -0.43242, -1.94778], [-3.73918, -0.44736, -1.43088], [-3.90960, -1.15860, 0.24295], [-4.75491, 0.29401, -0.15798], [-2.96986, 0.42788, -0.05296]], "forces_ev_per_angstrom": [[-2.018, 0.136, 1.328], [2.999, -0.710, -2.335], [-1.982, 3.061, -1.284], [0.978, 0.660, 4.057], [-0.345, 1.874, 0.729], [0.526, 0.230, 1.529], [-1.270, -0.506, -1.485], [0.274, -0.669, -0.345], [0.370, -1.040, 1.167], [-0.562, -1.585, -2.162], [0.668, 0.419, -0.467], [-0.022, -0.284, -0.051], [0.523, -0.225, -0.114], [0.716, -0.280, -0.384], [-0.854, -1.082, -0.181]], "total_charge": 1, "e_tot_ha": -249.5697, "de_lowest_kcal_mol": 303.8, "spin_multiplicity": 1, "homo_lumo_gap_ev": 5.41, "largest_force_ev_per_a": 4.2}

(6)
{"formula": "C3H10NO", "method": "ωB97M-V with the def2-TZVPD basis set", "species": ["C", "C", "C", "O", "N", "H", "H", "H", "H", "H", "H", "H", "H", "H", "H"], "xyz": [[1.07130, 0.04375, -0.49395], [-0.49479, 0.09530, -0.57398], [-1.10972, -1.28521, -0.75502], [-0.90346, 0.64322, 0.70562], [1.44597, 0.51050, 0.90183], [1.33806, -0.99395, -0.67242], [1.47662, 0.64018, -1.30329], [-0.81818, 0.82114, -1.31132], [-0.65575, -2.00701, -0.08200], [-1.01202, -1.63823, -1.77999], [-2.18064, -1.13923, -0.60302], [-1.86351, 0.50742, 0.78369], [2.43803, 0.68162, 1.03652], [1.12678, -0.24497, 1.51696], [0.61742, 1.11555, 1.13104]], "forces_ev_per_angstrom": [[-1.151, -0.268, -0.433], [0.310, -0.067, 0.788], [-0.157, 0.917, -0.515], [-0.731, -0.381, -0.359], [-1.320, -1.690, -0.891], [0.532, 0.054, 0.356], [0.471, 0.368, 0.448], [0.047, -0.160, -0.435], [-0.258, -0.080, 0.189], [0.203, -0.014, -0.059], [-0.047, -0.526, 0.207], [0.434, 0.289, 0.229], [-0.203, 0.733, 0.196], [0.776, -0.291, 0.084], [1.093, 1.116, 0.194]], "total_charge": 1, "e_tot_ha": -250.0290, "de_lowest_kcal_mol": 15.6, "spin_multiplicity": 1, "homo_lumo_gap_ev": 12.18, "largest_force_ev_per_a": 2.3, "smiles": "C[C@@H](O)C[NH3+]"}

(7)
{"formula": "C3H10NO", "method": "ωB97M-V with the def2-TZVPD basis set", "species": ["C", "C", "C", "N", "H", "H", "H", "H", "H", "H", "H", "H", "H", "H", "O"], "xyz": [[2.37317, 0.85658, 0.99332], [0.98125, 1.04033, 0.46316], [0.55178, 0.22170, -0.48297], [-0.80997, 0.33848, -1.02976], [2.88171, 1.81881, 0.90118], [2.34815, 0.66742, 2.06598], [2.92388, 0.09220, 0.46412], [0.44963, 1.89004, 0.88026], [1.22096, -0.52719, -0.88741], [-1.42713, -0.35420, -0.56729], [-1.19602, 1.28006, -0.93921], [-0.86066, 0.12816, -2.03741], [-1.60359, -2.43712, 0.41818], [-3.02318, -2.46478, -0.18133], [-2.33536, -1.85918, 0.14902]], "forces_ev_per_angstrom": [[-0.352, 0.864, 0.199], [0.828, -0.376, -0.026], [0.201, 0.810, 0.387], [-0.127, -0.402, -0.733], [0.200, -0.102, -0.111], [-0.013, -0.247, 0.003], [0.126, -0.179, 0.015], [-0.421, -0.213, -0.147], [-0.559, -0.197, -0.225], [-0.405, -0.055, 0.029], [0.062, -0.053, 0.330], [0.225, -0.006, 0.314], [-0.361, 0.049, 0.065], [0.285, 0.384, 0.157], [0.311, -0.278, -0.257]], "total_charge": 1, "e_tot_ha": -250.0361, "de_lowest_kcal_mol": 11.1, "spin_multiplicity": 1, "homo_lumo_gap_ev": 11.25, "largest_force_ev_per_a": 1.0}